No. 1
This record from the OMol25 dataset describes a structure of composition C7H29BaN7O7. The level of theory is ωB97M-V/def2-TZVPD.

Structure (XYZ):
```
51
C7H29BaN7O7, DFT ωB97M-V/def2-TZVPD
Ba 28.66294 5.15585 24.10282
C 26.84352 2.11382 22.47986
O 27.03949 3.30268 22.75062
N 25.60624 1.63658 22.16966
N 27.84622 1.20417 22.42845
H 25.51528 0.63642 22.13611
H 24.80381 2.21336 22.34216
H 27.67919 0.26610 22.11193
H 28.78591 1.49235 22.63132
C 31.00834 2.04917 24.20073
O 30.04884 2.75123 23.84402
N 32.06843 1.82435 23.37912
N 31.05804 1.39577 25.39813
H 32.08470 2.34923 22.52690
H 32.85157 1.26656 23.67040
H 31.96064 1.06696 25.70175
H 30.42014 1.72311 26.09979
C 27.58732 6.17290 27.66227
O 27.59716 6.05803 26.43321
N 26.99250 7.20499 28.30761
N 28.14208 5.23857 28.48972
H 26.43603 7.89275 27.83559
H 26.98855 7.20072 29.31399
H 28.07795 5.28411 29.49131
H 28.60316 4.46822 28.04990
C 28.48137 10.17604 23.86542
C 28.17515 8.69323 23.67974
C 28.18303 8.29602 22.22065
O 27.99675 6.89022 22.02948
C 27.54824 6.59825 20.70375
N 29.15072 7.89533 24.48229
H 27.69928 10.83385 23.48266
H 29.36523 10.44895 23.27077
H 28.73396 10.44039 24.88913
H 27.19950 8.49664 24.13033
H 29.17128 8.58374 21.82285
H 27.47301 8.88279 21.63463
H 26.47222 6.76111 20.58473
H 27.69540 5.52928 20.53707
H 28.10917 7.16039 19.95888
H 30.10042 8.10751 24.16197
H 29.18101 8.33098 25.40128
O 27.53714 3.15485 25.62925
H 27.94062 2.67222 26.35678
H 26.69466 3.46778 25.98383
O 25.88941 6.18577 23.77207
H 26.02732 6.36709 22.83648
H 25.15778 6.75646 24.02743
O 30.59333 5.27457 22.10353
H 31.08211 4.53555 21.72999
H 30.96096 6.05536 21.67444
```

As for the largest force on an atom: 1.3 eV/A. The total charge is +2. For the energy above the lowest of the compared OMol25 structures with the same formula, charge and spin, the calculation gives 4.0 kcal/mol. As for the LUMO energy: -5.121 eV.

From a Löwdin analysis of the wavefunction, the atomic charges in e read: number 1, Ba, carries 2.09; number 2, C, carries -0.65; number 3, O, carries -0.14; number 4, N, carries 0.18; number 5, N, carries 0.19; number 6, H, carries 0.11; number 7, H, carries 0.12; number 8, H, carries 0.11; number 9, H, carries 0.07; number 10, C, carries -0.63; number 11, O, carries -0.16; number 12, N, carries 0.19; number 13, N, carries 0.19; number 14, H, carries 0.11; number 15, H, carries 0.12; number 16, H, carries 0.12; number 17, H, carries 0.10; number 18, C, carries -0.64; number 19, O, carries -0.17; number 20, N, carries 0.19; number 21, N, carries 0.18; number 22, H, carries 0.12; number 23, H, carries 0.12; number 24, H, carries 0.12; number 25, H, carries 0.09; number 26, C, carries -0.04; number 27, C, carries -0.42; number 28, C, carries -0.19; number 29, O, carries -0.38; number 30, C, carries -0.07; number 31, N, carries -0.08; number 32, H, carries 0.09; number 33, H, carries 0.09; number 34, H, carries 0.09; number 35, H, carries 0.13; number 36, H, carries 0.14; number 37, H, carries 0.15; number 38, H, carries 0.11; number 39, H, carries 0.10; number 40, H, carries 0.11; number 41, H, carries 0.09; number 42, H, carries 0.08; number 43, O, carries -0.17; number 44, H, carries 0.05; number 45, H, carries 0.07; number 46, O, carries -0.11; number 47, H, carries 0.02; number 48, H, carries 0.07; number 49, O, carries -0.16; number 50, H, carries 0.05; number 51, H, carries 0.07

No. 2
This record from the OMol25 dataset describes an isolated molecule of C6H10O. The level of theory is ωB97M-V/def2-TZVPD.

Structure (XYZ):
```
17
C6H10O, DFT ωB97M-V/def2-TZVPD
C 1.39210 1.95036 0.16051
C 0.18403 1.74486 -0.43837
C -0.46208 0.55737 -0.05692
C -1.68004 0.07156 0.06715
C -2.02659 -1.31588 0.49922
O 0.84067 -0.32802 0.59909
C 1.58700 -1.07771 -0.32227
H 1.59818 1.73267 1.19758
H 2.13148 2.60142 -0.28672
H -0.07233 2.17473 -1.39953
H -2.49982 0.74663 -0.15956
H -2.57752 -1.83815 -0.28536
H -2.67374 -1.27948 1.37886
H -1.12624 -1.87246 0.74956
H 2.50941 -1.41364 0.16545
H 1.84252 -0.48429 -1.21700
H 1.03297 -1.96996 -0.65167
```

Its SMILES is C=C/C(=C/C)OC. As for the largest force on an atom: 4.4 eV/A. For the energy above the lowest of the compared OMol25 structures with the same formula, charge and spin, the calculation gives 72.6 kcal/mol. As for the LUMO energy: 0.696 eV.

From a Löwdin analysis of the wavefunction, the atomic charges in e read: number 1, C, carries 0.05; number 2, C, carries -0.13; number 3, C, carries -0.15; number 4, C, carries -0.10; number 5, C, carries -0.08; number 6, O, carries -0.24; number 7, C, carries -0.17; number 8, H, carries 0.07; number 9, H, carries 0.06; number 10, H, carries 0.11; number 11, H, carries 0.12; number 12, H, carries 0.08; number 13, H, carries 0.08; number 14, H, carries 0.07; number 15, H, carries 0.09; number 16, H, carries 0.08; number 17, H, carries 0.08

No. 3
This record from the OMol25 dataset describes a structure of composition C16H32MoN4O. The level of theory is ωB97M-V/def2-TZVPD.

Structure (XYZ):
```
54
C16H32MoN4O, DFT ωB97M-V/def2-TZVPD
Mo -0.34193 -0.31788 0.97224
N -1.52263 1.04165 -0.43905
C -1.78537 2.44182 0.03377
C -0.79244 2.82495 1.11596
N -0.66701 1.76196 2.13404
C -1.92240 1.60522 2.93176
C -2.88611 0.55356 2.39041
N -2.17757 -0.72764 2.08969
C 0.47444 2.02154 3.03712
C 0.88468 0.75114 3.75794
N 0.91920 -0.40790 2.81889
H -0.84192 1.14653 -1.19966
H -2.38374 0.63551 -0.79991
H -2.81997 2.53567 0.35212
H -1.65259 3.13337 -0.79814
H -1.08345 3.77731 1.57035
H 0.19177 2.96880 0.66143
H -2.44234 2.56512 2.99797
H -1.64259 1.33277 3.94874
H -3.37930 0.87386 1.47762
H -3.67292 0.38271 3.12614
H -2.82932 -1.32730 1.59043
H -1.98059 -1.21473 2.96117
H 0.21740 2.79808 3.76351
H 1.30097 2.40024 2.43295
H 0.21882 0.51343 4.58608
H 1.87087 0.89916 4.19784
H 0.69264 -1.24858 3.34513
H 1.87445 -0.52433 2.48782
C -1.12378 -2.67829 -3.72970
C 0.22439 -2.96942 -3.08120
C 1.19049 -3.58850 -4.09793
C 0.86447 -1.76197 -2.42684
C 1.93858 -1.94979 -1.55394
C 2.56844 -0.88682 -0.92899
C 2.18334 0.43458 -1.18618
C 2.94269 1.60193 -0.60480
C 1.13471 0.62092 -2.08803
C 0.46731 -0.45293 -2.67746
H -1.51899 -3.58542 -4.18480
H -1.04297 -1.93344 -4.52326
H -1.86261 -2.33118 -3.00172
H 0.06358 -3.69939 -2.27994
H 1.41170 -2.87780 -4.89640
H 0.74920 -4.47751 -4.54696
H 2.13348 -3.87854 -3.63478
H 2.27900 -2.95765 -1.34779
H 3.41442 -1.07716 -0.27777
H 2.57150 1.88985 0.38408
H 2.87211 2.47800 -1.24831
H 3.99745 1.35879 -0.48591
H 0.89331 1.62893 -2.42029
H -0.31463 -0.25004 -3.39898
O 0.14173 -1.85323 0.69353
```

As for the largest force on an atom: 0.8 eV/A. The total charge is +2. For the energy above the lowest of the compared OMol25 structures with the same formula, charge and spin, the calculation gives 22.2 kcal/mol. As for the LUMO energy (spin up / spin down): -7.044 / -7.045 eV.

From a Löwdin analysis of the wavefunction, the atomic charges in e read: number 1, Mo, carries 1.51; number 2, N, carries -0.04; number 3, C, carries -0.17; number 4, C, carries -0.17; number 5, N, carries -0.27; number 6, C, carries -0.14; number 7, C, carries -0.18; number 8, N, carries -0.06; number 9, C, carries -0.17; number 10, C, carries -0.17; number 11, N, carries -0.06; number 12, H, carries 0.05; number 13, H, carries 0.12; number 14, H, carries 0.12; number 15, H, carries 0.14; number 16, H, carries 0.15; number 17, H, carries 0.12; number 18, H, carries 0.15; number 19, H, carries 0.12; number 20, H, carries 0.10; number 21, H, carries 0.14; number 22, H, carries 0.12; number 23, H, carries 0.12; number 24, H, carries 0.15; number 25, H, carries 0.12; number 26, H, carries 0.12; number 27, H, carries 0.14; number 28, H, carries 0.11; number 29, H, carries 0.11; number 30, C, carries -0.07; number 31, C, carries -0.38; number 32, C, carries -0.05; number 33, C, carries -0.20; number 34, C, carries -0.04; number 35, C, carries -0.05; number 36, C, carries -0.30; number 37, C, carries -0.04; number 38, C, carries -0.10; number 39, C, carries -0.04; number 40, H, carries 0.09; number 41, H, carries 0.08; number 42, H, carries 0.08; number 43, H, carries 0.14; number 44, H, carries 0.10; number 45, H, carries 0.09; number 46, H, carries 0.08; number 47, H, carries 0.13; number 48, H, carries 0.12; number 49, H, carries 0.05; number 50, H, carries 0.09; number 51, H, carries 0.09; number 52, H, carries 0.12; number 53, H, carries 0.11; number 54, O, carries -0.38

No. 4
This record from the OMol25 dataset describes a cluster of 2 separate species, C4H10O in total. The level of theory is ωB97M-V/def2-TZVPD.

Structure (XYZ):
```
15
C4H10O, DFT ωB97M-V/def2-TZVPD
C -3.29987 -1.05568 0.05123
O -2.32221 -1.51304 -0.86292
H -3.47358 -0.00142 -0.15890
H -4.28726 -1.53318 0.02043
H -2.93516 -1.16611 1.07551
H -1.85434 -2.22734 -0.41343
C 2.44438 1.53966 1.35155
C 2.01127 1.30636 -0.11863
C 1.89789 0.04179 -0.71545
H 1.54899 1.35491 1.96305
H 3.28867 0.95233 1.69980
H 2.53186 2.63016 1.34510
H 1.25130 2.05633 -0.37608
H 2.79615 -0.58443 -0.73027
H 0.98388 -0.53926 -0.89680
```

As for the spin multiplicity: 2. As for the largest force on an atom: 2.2 eV/A. The total charge is -1. For the energy above the lowest of the compared OMol25 structures with the same formula, charge and spin, the calculation gives 51.9 kcal/mol. As for the LUMO energy (spin up / spin down): 3.472 / 3.369 eV. Its expectation value of S² is 0.755.

From a Löwdin analysis of the wavefunction, the atomic charges in e read: number 1, C, carries -0.21; number 2, O, carries -0.13; number 3, H, carries 0.07; number 4, H, carries 0.06; number 5, H, carries 0.07; number 6, H, carries 0.07; number 7, C, carries -0.26; number 8, C, carries -0.43; number 9, C, carries -0.23; number 10, H, carries 0.02; number 11, H, carries 0.03; number 12, H, carries 0.02; number 13, H, carries 0.02; number 14, H, carries -0.04; number 15, H, carries -0.05

No. 5
This record from the OMol25 dataset describes a cluster of 2 separate species, C3H11N2 in total. The level of theory is ωB97M-V/def2-TZVPD.

Structure (XYZ):
```
16
C3H11N2, DFT ωB97M-V/def2-TZVPD
C 2.59532 -1.08633 -0.03717
N 1.79308 -0.35403 -0.71509
H 2.66132 -0.98429 1.04826
H 3.23226 -1.83793 -0.49845
H 2.29406 -0.11949 -1.57900
H -0.03827 -0.82461 0.11158
C -1.24864 1.25531 1.09309
C -1.25577 0.83706 -0.36673
N -0.87243 -0.65005 -0.44561
H -1.45621 0.37483 1.71729
H -2.00465 2.00862 1.27326
H -0.24884 1.46006 1.47909
H -0.64081 1.34357 -1.09835
H -2.30591 0.76389 -0.65011
H -0.87702 -1.05103 -1.38043
H -1.62749 -1.13558 0.04838
```

As for the largest force on an atom: 2.4 eV/A. The total charge is +1. For the energy above the lowest of the compared OMol25 structures with the same formula, charge and spin, the calculation gives 46.0 kcal/mol. As for the LUMO energy: -3.240 eV.

From a Löwdin analysis of the wavefunction, the atomic charges in e read: number 1, C, carries -0.07; number 2, N, carries -0.01; number 3, H, carries 0.08; number 4, H, carries 0.08; number 5, H, carries 0.07; number 6, H, carries 0.10; number 7, C, carries -0.06; number 8, C, carries -0.17; number 9, N, carries 0.14; number 10, H, carries 0.08; number 11, H, carries 0.09; number 12, H, carries 0.09; number 13, H, carries 0.12; number 14, H, carries 0.12; number 15, H, carries 0.16; number 16, H, carries 0.16